{
  "formula": "C33H36HfN10O2S",
  "method": "ωB97M-V with the def2-TZVPD basis set",
  "species": ["Hf", "S", "O", "O", "N", "N", "N", "N", "N", "N", "N", "N", "N", "N", "C", "C", "C", "C", "C", "C", "C", "C", "C", "C", "C", "C", "C", "C", "C", "C", "C", "C", "C", "C", "C", "C", "C", "C", "C", "C", "C", "C", "C", "C", "C", "C", "C", "H", "H", "H", "H", "H", "H", "H", "H", "H", "H", "H", "H", "H", "H", "H", "H", "H", "H", "H", "H", "H", "H", "H", "H", "H", "H", "H", "H", "H", "H", "H", "H", "H", "H", "H", "H"],
  "coordinates": [[-0.13039, -0.19861, -1.13461], [-1.10784, 4.37315, 0.03910], [-0.77598, -0.47715, 0.77704], [1.62199, -0.15093, -0.07476], [-2.79064, 2.48115, -4.82956], [1.43285, 1.63884, -4.87171], [2.61292, 1.17965, -4.42230], [-1.48882, 0.98128, -2.87097], [-0.18553, 2.07788, -0.54010], [2.13897, 1.21634, 2.24704], [-0.15433, 0.39333, 4.27379], [1.19771, 0.60002, -2.90027], [0.86535, -2.09863, -1.88166], [-2.05001, -1.39961, -1.40436], [4.57572, -1.43875, 1.63954], [-2.01177, -0.21176, 2.75757], [-0.37417, 1.84754, 4.40924], [-1.95564, -0.47597, 1.38307], [-2.22096, -2.18696, -2.65147], [3.46236, -0.61849, 1.35411], [0.60333, 1.27414, -3.93470], [2.60921, -0.95013, 0.27489], [-0.83340, 1.51700, -3.91356], [-3.44675, 1.97000, -3.79499], [-1.28039, 2.70775, -0.15400], [3.95840, -2.93290, -0.08113], [2.84381, -2.15040, -0.41377], [1.88560, 2.33125, 3.18454], [0.38690, 2.61874, 3.32551], [4.85693, -2.59233, 0.92885], [-4.36503, -0.66646, 1.37852], [-3.24563, -0.07914, 3.39668], [0.85707, 2.97064, -0.68716], [6.04663, -3.45626, 1.23580], [-3.14002, -0.76465, 0.69991], [-2.80466, 1.22019, -2.81882], [0.53335, 4.25947, -0.41654], [-4.44696, -0.27012, 2.70779], [1.97409, -2.61725, -1.47363], [-1.16985, -3.27770, -2.77980], [-0.77376, -0.42786, 3.50845], [-1.48771, 2.25808, -4.89353], [-5.77359, -0.15105, 3.40366], [-3.07644, -1.35479, -0.62087], [0.23372, -2.75976, -3.05330], [3.19832, 0.46426, 2.24608], [2.48037, 0.56148, -3.25675], [-6.45489, 0.48390, 2.83809], [-6.24291, -1.13087, 3.50203], [1.46835, 1.05171, 1.49750], [1.82553, 2.61661, -1.00519], [3.92429, 0.65475, 3.03370], [0.62973, 0.01607, 4.79907], [-5.27855, -0.91897, 0.84942], [2.32216, -3.51955, -1.97888], [-1.44016, 2.04875, 4.34019], [1.16414, 5.13311, -0.47777], [-0.32965, -1.42019, 3.44495], [0.21010, -2.02939, -3.87051], [-3.99421, -1.84238, -0.95475], [-0.10189, 2.45976, 2.35851], [-2.15262, -1.50549, -3.50419], [6.66668, -3.01721, 2.01401], [6.66484, -3.59245, 0.34844], [5.22887, -1.15536, 2.45844], [3.45196, 1.32399, -4.97324], [-3.28196, 0.10675, 4.46495], [-5.66621, 0.27024, 4.40071], [-3.21851, -2.62696, -2.66693], [-2.22351, 2.20797, 0.02437], [2.39036, 3.21690, 2.79862], [5.73028, -4.44421, 1.57194], [-3.36431, 0.80617, -1.99165], [3.29418, 0.11358, -2.70895], [4.12733, -3.84980, -0.63790], [-0.04113, 2.12523, 5.40793], [-1.45388, -3.90543, -3.62640], [0.26279, 3.67686, 3.55874], [-0.93835, 2.67045, -5.73213], [-4.51299, 2.15370, -3.73906], [0.87169, -3.58001, -3.38409], [-1.17464, -3.92309, -1.89855], [2.35175, 2.09027, 4.14171]],
  "forces_ev_per_a": [[-0.105, 0.061, -0.057], [-0.012, 0.007, -0.049], [-0.002, 0.025, 0.035], [0.167, 0.091, -0.097], [-0.004, 0.004, -0.007], [-0.007, 0.008, 0.003], [0.009, -0.008, 0.010], [0.065, -0.006, 0.012], [0.020, 0.013, -0.037], [0.022, 0.002, 0.024], [-0.001, 0.002, 0.003], [-0.029, 0.020, 0.031], [-0.021, -0.016, 0.025], [-0.044, -0.064, -0.032], [-0.004, -0.008, -0.004], [-0.001, -0.013, -0.002], [-0.001, -0.010, -0.013], [0.020, -0.046, 0.000], [0.007, -0.003, 0.004], [-0.011, -0.006, 0.002], [0.018, -0.007, -0.016], [-0.039, -0.041, 0.053], [-0.008, 0.001, 0.002], [0.004, -0.006, 0.009], [0.009, -0.012, 0.043], [-0.015, -0.008, -0.006], [-0.004, 0.012, -0.010], [-0.025, -0.023, 0.010], [-0.002, -0.003, 0.014], [-0.002, 0.007, 0.010], [0.005, -0.004, -0.010], [-0.010, 0.014, 0.005], [-0.006, 0.008, -0.016], [0.000, 0.002, 0.003], [-0.008, -0.008, 0.003], [-0.011, 0.001, 0.001], [0.006, -0.007, 0.034], [0.002, -0.003, 0.008], [-0.009, -0.012, 0.009], [-0.004, 0.005, 0.001], [0.013, 0.008, 0.002], [-0.002, 0.003, 0.005], [0.001, -0.001, 0.001], [0.005, 0.002, 0.000], [0.015, -0.006, -0.003], [-0.009, -0.020, 0.015], [0.004, 0.000, 0.010], [0.000, 0.001, 0.000], [-0.001, 0.000, 0.001], [0.013, 0.027, -0.021], [0.002, 0.000, 0.002], [0.002, 0.002, -0.001], [-0.007, -0.004, 0.006], [-0.003, 0.001, 0.004], [-0.002, -0.003, 0.000], [-0.001, 0.004, 0.002], [0.002, -0.001, 0.008], [-0.005, -0.002, -0.004], [-0.012, 0.000, 0.002], [-0.003, 0.001, 0.004], [0.002, 0.001, -0.009], [0.001, -0.003, 0.000], [0.000, 0.000, 0.001], [0.001, 0.000, 0.000], [0.000, 0.001, 0.000], [-0.002, 0.000, -0.003], [0.000, 0.001, 0.000], [-0.001, -0.001, 0.000], [-0.002, 0.002, 0.005], [0.002, 0.001, 0.009], [-0.024, 0.005, -0.027], [0.000, -0.002, -0.002], [0.001, -0.005, 0.001], [-0.001, -0.002, -0.001], [0.004, -0.001, 0.002], [0.004, -0.001, -0.001], [0.003, 0.002, -0.004], [0.007, -0.001, 0.014], [0.000, -0.002, -0.001], [-0.001, 0.002, -0.002], [0.006, 0.004, -0.001], [-0.003, -0.001, 0.001], [0.022, 0.017, -0.009]],
  "homo_energy_ev": -18.9,
  "lumo_ha": -0.4080,
  "max_force_ha_per_bohr": 0.0042,
  "homo_lumo_gap_ev": 7.761,
  "total_charge": 4
}